Entry 1:
67
Properties=species:S:1:pos:R:3:forces:R:3 method="wB97M-V/def2-TZVPD" multiplicity=2 s_squared=0.754 energy_ev=-89405.47688 charge=+1 orbital_gap_ha="0.2915 / 0.3019"
Ti 0.2335 0.1711 0.6187 0.7 0.7 0.8
C -2.8777 1.6271 -1.8690 -0.1 0.0 -0.1
C -1.9861 2.8317 -1.8363 0.1 0.0 0.1
C -2.2685 3.9798 -2.5736 0.0 -0.1 0.0
C -1.4019 5.0522 -2.5126 0.0 0.0 0.0
C -0.2697 4.9613 -1.7121 -0.1 0.0 0.0
C -0.0623 3.7900 -1.0024 -0.2 0.0 -0.2
N -0.8962 2.7479 -1.0685 -0.1 0.0 0.1
Sb 1.6330 3.4893 0.2741 0.1 -0.1 0.0
C 2.1401 1.7178 -0.8927 -0.2 0.1 0.0
C 3.3872 1.7602 -1.4791 0.0 0.0 -0.1
C 3.6817 0.8566 -2.5000 0.1 0.1 0.1
C 2.7067 -0.0137 -2.9251 -0.2 0.0 0.0
C 1.4707 -0.0283 -2.2769 0.0 -0.1 0.0
C 0.3954 -0.9693 -2.7185 -0.1 0.0 -0.1
N 1.2167 0.7985 -1.2591 0.3 0.0 0.3
C 0.2982 2.9384 1.8884 0.1 0.1 -0.1
C 0.3610 3.8305 2.9391 -0.2 0.0 0.1
C -0.5738 3.7255 3.9666 0.1 0.0 -0.1
C -1.5383 2.7510 3.8843 -0.1 -0.1 -0.1
C -1.5336 1.8613 2.8100 -0.1 -0.1 0.1
C -2.5548 0.7712 2.7441 -0.1 0.0 0.1
N -0.6174 1.9480 1.8384 0.4 -0.2 -0.1
H -3.8399 1.8489 -2.3282 0.0 0.0 0.0
H -2.4046 0.8258 -2.4386 0.0 0.0 0.0
H -3.0410 1.2580 -0.8594 0.0 0.0 0.1
H -3.1604 4.0204 -3.1839 0.0 0.0 0.0
H -1.6044 5.9503 -3.0799 0.0 0.0 0.0
H 0.4254 5.7868 -1.6445 0.0 0.0 0.0
H 4.1161 2.4944 -1.1635 0.0 0.0 0.0
H 4.6589 0.8567 -2.9642 0.0 0.0 0.0
H 2.8824 -0.7009 -3.7408 0.0 0.0 0.0
H 0.1295 -0.7564 -3.7564 0.0 0.0 0.0
H 0.7332 -2.0051 -2.6717 0.0 0.0 0.0
H -0.5018 -0.8572 -2.1156 0.0 0.0 0.0
H 1.1216 4.5993 2.9656 0.0 0.0 0.0
H -0.5422 4.4015 4.8103 0.0 0.0 0.0
H -2.2939 2.6432 4.6498 0.0 0.0 0.0
H -3.5217 1.1469 3.0809 0.0 0.0 0.0
H -2.6647 0.3902 1.7340 0.0 0.0 0.0
H -2.2677 -0.0524 3.4001 0.0 0.0 0.0
O 2.4849 -1.2280 3.2472 -0.2 0.1 0.0
Cl 1.6039 -0.1396 3.0755 -0.5 -0.1 -1.0
O 1.5401 0.7211 4.1918 0.0 0.1 -0.1
O 0.2243 -0.6153 2.6991 0.6 0.3 0.3
O 1.9853 0.6423 1.8321 0.0 -0.4 0.6
C 3.4566 -5.8468 -0.1601 0.0 0.0 0.0
O 2.0517 -6.0773 -0.2238 -0.1 0.0 0.0
C 1.2245 -5.0356 -0.1170 0.1 -0.1 0.0
C -0.1517 -5.3703 -0.1789 0.0 0.2 0.0
C -1.0736 -4.3804 -0.0684 0.1 -0.1 0.0
C -0.6984 -3.0182 0.0996 -0.2 -0.1 0.0
C -1.6920 -2.0089 0.1417 0.2 0.1 0.0
C -3.1617 -2.3125 0.1257 0.1 0.0 -0.1
O -1.3710 -0.7768 0.1710 -0.9 -0.6 -0.3
C 0.6891 -2.7057 0.1695 0.1 0.2 -0.1
O 1.1259 -1.4765 0.3234 -0.3 -0.3 -0.3
C 1.6408 -3.7256 0.0487 -0.1 -0.1 0.1
H 3.9168 -6.8222 -0.2809 0.0 0.0 0.0
H 3.7279 -5.4241 0.8083 0.0 0.0 0.0
H 3.7699 -5.1846 -0.9691 0.0 0.0 0.0
H -0.4292 -6.4050 -0.3080 0.0 0.0 0.0
H -2.1221 -4.6375 -0.1189 0.0 0.0 0.0
H -3.4268 -3.0371 0.8938 0.0 0.0 0.0
H -3.4474 -2.7380 -0.8385 0.0 0.0 0.0
H -3.7186 -1.3927 0.2802 0.0 0.0 0.0
H 2.6822 -3.4533 0.1245 0.0 0.0 0.0

Entry 2:
62
Properties=species:S:1:pos:R:3:forces:R:3 method="wB97M-V/def2-TZVPD" energy_ev=-80510.17514 charge=-1 orbital_gap_ha="0.2365 / 0.2351"
Fe -0.2106 0.0855 0.5965 0.7 -0.4 0.5
C 2.6188 -1.0862 0.1738 0.0 -0.1 0.0
N 1.7425 -0.0020 -0.2532 0.0 -0.2 -0.1
C 1.5201 -0.0888 -1.6960 0.1 0.0 -0.1
C 2.3659 1.2808 0.0964 0.2 0.1 -0.2
C 1.3284 2.3575 0.0366 -0.1 0.3 -0.2
C 1.6856 3.6940 -0.1225 0.0 -0.2 -0.1
C 0.6991 4.6628 -0.1865 -0.1 0.2 0.0
C -0.6346 4.2757 -0.1125 0.0 0.0 0.0
C -0.9697 2.9378 0.0493 0.1 -0.1 0.0
C -0.0055 1.9200 0.1500 0.1 1.2 0.4
H 3.6016 -1.0021 -0.3135 0.0 0.0 0.0
H 2.1659 -2.0365 -0.0831 0.0 -0.1 0.0
H 2.7505 -1.0369 1.2535 0.0 0.0 0.0
H 2.4795 -0.0780 -2.2368 0.0 0.0 0.0
H 0.9189 0.7576 -2.0192 0.0 0.0 0.0
H 0.9875 -1.0112 -1.9194 0.0 0.0 0.0
H 3.2110 1.4867 -0.5866 -0.1 0.0 0.1
H 2.7897 1.1879 1.0997 -0.1 -0.1 0.1
H 2.7312 3.9772 -0.2069 0.0 0.0 0.0
H 0.9647 5.7067 -0.3049 0.0 0.0 0.0
H -1.4126 5.0296 -0.1712 0.0 0.0 0.0
H -2.0177 2.6711 0.1215 -0.1 0.0 0.1
C -8.4127 -0.2666 0.9331 -0.1 0.0 0.0
C -6.9132 -0.1797 0.8418 0.0 0.0 0.0
C -6.2933 0.3745 -0.2671 0.0 0.0 0.0
C -4.9069 0.4644 -0.3620 -0.1 0.0 0.0
C -4.3034 1.0782 -1.5969 0.0 0.0 -0.1
C -4.1245 0.0036 0.6995 0.2 0.1 -0.2
C -4.7242 -0.5388 1.8375 -0.2 0.0 0.1
C -3.9219 -1.0418 3.0047 0.0 0.0 0.0
C -6.1115 -0.6352 1.8793 0.0 0.0 0.0
C -2.6216 0.0830 0.6087 -0.3 0.1 0.0
O -1.9558 0.4841 1.6004 -0.2 -0.4 -0.2
O -2.0415 -0.2484 -0.4527 0.0 0.0 -0.5
H -8.8751 -0.1313 -0.0449 0.0 0.0 0.0
H -8.8169 0.5009 1.5971 0.0 0.0 0.0
H -8.7314 -1.2333 1.3264 0.0 0.0 0.0
H -6.8991 0.7416 -1.0892 0.0 0.0 0.0
H -5.0957 1.4502 -2.2482 0.0 0.0 0.0
H -3.6903 0.3598 -2.1374 0.0 0.0 0.0
H -3.6440 1.9106 -1.3517 0.0 0.0 0.0
H -3.2422 -1.8356 2.6964 0.1 0.0 0.0
H -4.5962 -1.4281 3.7694 0.0 0.0 0.0
H -3.3035 -0.2517 3.4301 0.0 0.0 0.0
H -6.5748 -1.0727 2.7578 0.0 0.0 0.0
C -0.9704 -4.2007 0.3802 0.0 -0.1 0.0
C -0.7316 -2.8678 1.0684 0.3 -0.2 -0.4
O -1.1536 -2.7389 2.2363 -0.2 -0.2 0.3
O -0.0936 -1.9949 0.4261 -0.2 -0.1 0.3
H -2.0279 -4.4529 0.4473 0.0 0.0 0.0
H -0.4190 -4.9811 0.9079 0.0 0.0 0.0
H -0.6592 -4.1745 -0.6624 0.0 0.0 0.0
I 0.7019 2.1765 6.3190 0.0 0.1 0.2
C 0.4920 0.9843 4.6688 0.0 -0.3 -0.2
C -0.0860 -0.2715 4.6055 0.0 0.1 0.0
N -0.0111 -0.6664 3.3356 0.5 0.4 0.2
N 0.5721 0.2524 2.5589 -0.1 -0.1 -0.1
C 0.8806 1.2653 3.3546 0.2 0.2 -0.1
H -0.5470 -0.8827 5.3587 0.0 0.0 0.1
H -0.4212 -1.5098 2.8794 -0.4 -0.4 0.0
H 1.3520 2.1466 2.9536 0.0 0.1 0.0

Entry 3:
31
Properties=species:S:1:pos:R:3:forces:R:3 method="wB97M-V/def2-TZVPD" e_above_lowest_kcal_mol=50.35 energy_ev=-22526.78084 orbital_gap_ha="0.2534 / 0.2925"
C 3.2038 -0.8327 0.5552 1.3 -0.4 -1.0
C 2.0039 -0.6628 -0.0577 1.2 0.4 2.0
C 2.5604 1.1386 1.0762 1.3 -0.5 0.1
C -0.7192 -1.8015 2.3206 -4.2 0.8 -2.5
C 0.2521 0.3797 -2.8702 1.4 -1.6 0.4
C -1.7097 -1.0678 -1.0456 1.9 0.4 1.5
C -1.9742 1.9268 -1.6613 -1.3 0.5 -0.4
C -0.7150 -0.2635 2.4587 -0.7 -1.4 3.0
C 0.3697 1.1964 0.0668 -2.4 -0.2 1.1
N 3.6252 0.3881 1.1300 -1.2 -0.7 0.6
N 1.5330 0.5717 0.3737 -0.7 0.6 -0.5
O -1.3239 0.5145 1.5852 0.8 1.4 -2.4
Si -0.8353 0.5703 -1.3393 1.2 -0.9 0.6
H 3.8552 -1.7681 0.5399 -1.0 1.7 0.0
H 1.4209 -1.3306 -0.5692 -1.4 -1.4 -1.1
H 2.4476 2.1191 1.4578 0.1 0.8 0.3
H -1.7616 -2.2551 2.5151 1.3 0.8 -0.6
H -0.3581 -2.1902 1.3655 0.2 0.0 0.2
H -0.1992 -2.0788 3.1250 2.6 -1.7 2.9
H 0.6354 -0.7312 -2.9611 -0.9 2.1 -0.1
H -0.4414 0.6492 -3.6671 0.4 -0.3 -0.4
H 1.1791 1.0051 -2.9193 -0.9 -0.3 0.0
H -0.9253 -1.8602 -0.9151 -1.0 0.4 -0.5
H -2.3034 -1.0365 -0.1451 0.0 0.1 0.5
H -2.3977 -1.1928 -1.8241 -0.7 -0.7 -1.6
H -2.8460 1.8860 -0.9823 0.7 0.7 0.0
H -1.4084 2.8443 -1.7662 -0.1 0.6 0.8
H -2.4071 1.8894 -2.6563 -0.1 -0.6 -0.3
H 0.3398 -0.0802 2.6848 0.6 0.8 -0.2
H -1.2299 -0.0941 3.5133 0.9 -0.1 -1.4
H 0.1294 2.1668 0.6121 0.8 -1.3 -0.9

Entry 4:
145
Properties=species:S:1:pos:R:3:forces:R:3 method="wB97M-V/def2-TZVPD" e_above_lowest_kcal_mol=104.92 energy_ev=-77023.41037 charge=+4 orbital_gap_ha=0.3675
P 0.9253 1.2453 -0.6860 2.3 -3.0 0.2
F 0.9185 2.1296 -2.0213 -0.6 0.3 0.2
F 1.3668 -0.0712 -1.6529 -1.4 0.6 0.8
F 2.5547 1.4406 -0.5166 0.1 0.5 -0.4
F 1.0224 0.3210 0.6710 -0.4 -0.6 -0.5
F 0.7411 2.4684 0.2684 -1.1 1.7 0.2
F -0.6789 0.9023 -0.7560 1.1 0.4 -0.5
C -4.2422 -0.8386 -11.9715 -0.1 -1.1 0.7
C -3.2572 -0.6796 -10.8030 -0.8 -0.4 0.4
C -3.6793 -1.6750 -9.6264 0.3 1.5 0.2
N -3.0471 -1.3020 -8.2076 0.8 -1.7 -0.7
C -3.4206 0.1109 -7.8010 0.1 -1.2 -0.8
C -3.3899 -2.4061 -7.1289 -0.2 0.8 -0.1
C -2.0925 -3.1844 -6.8232 -1.1 -0.4 -0.9
C -1.2404 -3.0583 -8.0833 -1.3 0.8 0.8
C -1.5656 -1.5235 -8.3224 2.4 -0.3 -1.5
H -3.8563 -0.3999 -12.8917 -0.2 0.0 0.1
H -5.2193 -0.4534 -11.6800 0.1 0.4 -0.3
H -4.4301 -1.9052 -12.0951 0.1 -0.1 -0.6
H -3.3806 0.3771 -10.5658 0.4 -0.1 0.7
H -2.2357 -0.8308 -11.1519 0.0 -0.2 0.2
H -3.4857 -2.7236 -9.8527 0.7 0.1 0.1
H -4.7607 -1.6725 -9.4903 -0.1 0.5 0.2
H -4.5093 0.1460 -7.8419 0.0 0.1 0.7
H -3.0948 0.7999 -8.5803 0.4 -0.1 0.3
H -2.9404 0.2705 -6.8356 -0.4 0.3 -0.1
H -3.6408 -1.9122 -6.1902 -0.7 0.2 -0.4
H -4.2314 -2.9037 -7.6108 0.1 -0.5 0.6
H -1.5931 -2.6589 -6.0092 0.1 -0.2 0.0
H -2.2646 -4.2231 -6.5411 -0.2 0.1 0.1
H -0.2994 -3.5208 -7.7856 0.8 1.3 -0.4
H -1.5391 -3.6781 -8.9287 -0.5 0.1 0.0
H -1.0123 -0.8815 -7.6370 -0.3 -0.1 0.4
H -1.2369 -1.1963 -9.3088 -0.2 0.0 0.0
C 2.2744 8.5685 -2.7762 -1.0 0.9 0.6
C 3.7398 8.1531 -2.7956 -0.8 1.0 -1.4
C 4.0584 7.8012 -4.2784 1.9 -2.9 1.1
N 5.5572 7.4290 -4.5404 1.6 0.6 0.9
C 6.3313 8.6925 -4.7522 1.1 -0.9 -0.4
C 5.8090 6.4205 -5.7003 -0.6 0.7 1.2
C 7.0784 5.6823 -5.2999 0.3 -0.4 -2.3
C 7.3178 5.7003 -3.8432 -1.1 1.5 1.3
C 6.3115 6.7629 -3.3514 -1.6 -0.3 0.9
H 1.9937 9.1931 -3.6242 -0.1 -0.2 -0.1
H 2.0004 9.1410 -1.8901 0.6 0.5 0.1
H 1.5574 7.7646 -2.6096 0.3 -0.5 -0.9
H 3.7089 7.3535 -2.0555 1.2 -0.3 -0.4
H 4.3840 8.9949 -2.5419 -0.1 -0.1 0.6
H 3.8810 8.5185 -5.0798 -0.7 0.0 0.5
H 3.6684 6.7938 -4.4239 -1.0 0.4 -0.6
H 6.5514 9.1570 -3.7910 -0.8 0.5 -0.3
H 5.9047 9.2962 -5.5532 0.0 0.1 0.3
H 7.3187 8.3242 -5.0307 0.1 0.4 -0.5
H 5.9005 6.9704 -6.6369 -0.1 0.0 0.1
H 4.9310 5.7749 -5.7214 0.1 0.0 -0.1
H 7.9337 6.2082 -5.7243 -0.1 -0.3 -0.6
H 7.0343 4.6773 -5.7195 0.2 0.1 -0.1
H 8.3213 6.1047 -3.7109 0.0 -0.6 0.6
H 7.0871 4.7956 -3.2808 0.5 -0.1 -0.3
H 6.7503 7.4921 -2.6703 -0.1 0.3 -0.5
H 5.4853 6.3479 -2.7742 0.3 -0.5 0.0
C -6.4772 -10.7112 6.9285 0.6 -1.3 1.8
C -5.7959 -9.5507 6.2878 0.3 1.1 -1.5
C -4.6999 -8.7552 7.0862 -1.8 -0.2 -0.8
N -4.4421 -7.3117 6.5269 -0.3 0.0 1.5
C -5.6710 -6.4250 6.8870 0.3 -0.6 -0.6
C -4.0685 -7.1568 5.0741 0.6 -0.5 0.2
C -3.3624 -5.7962 4.9902 -0.1 0.6 0.2
C -2.6483 -5.6578 6.3075 0.9 0.1 1.5
C -3.1730 -6.7540 7.2331 -1.2 0.4 0.7
H -5.7530 -11.5244 6.9773 -0.4 -0.5 -0.5
H -7.4272 -10.9992 6.4785 0.4 0.0 -0.4
H -6.7038 -10.6397 7.9923 -0.2 0.8 0.2
H -6.6083 -8.9721 5.8483 0.1 1.0 0.5
H -5.3620 -9.9236 5.3600 0.5 -0.1 0.0
H -3.7866 -9.3451 7.1629 0.2 0.4 -0.4
H -5.0860 -8.6452 8.0996 0.2 0.5 0.1
H -5.8528 -5.6934 6.0997 0.5 0.2 0.2
H -5.5173 -5.9606 7.8611 0.0 -0.1 -0.2
H -6.5855 -7.0179 6.8755 0.3 -0.3 0.3
H -4.9144 -7.3349 4.4101 0.1 0.0 0.2
H -3.3211 -7.9477 5.0113 0.0 -0.1 -0.8
H -4.0186 -4.9267 4.9523 -0.4 -0.4 -0.6
H -2.5862 -5.6543 4.2382 -0.6 -0.6 -0.5
H -2.8100 -4.6953 6.7926 -0.2 0.1 -0.2
H -1.5655 -5.6931 6.1877 0.0 -0.4 0.1
H -3.5793 -6.3608 8.1650 0.3 0.1 0.0
H -2.4701 -7.5270 7.5440 -0.2 -0.3 -0.7
C 9.6788 -0.0167 1.8759 3.1 3.4 1.7
C 8.6926 -0.8617 1.3286 -2.3 -1.7 -1.1
C 9.1313 -2.3391 1.5741 -1.1 -0.5 -0.9
N 8.3912 -3.3391 0.6855 -1.3 -0.9 -1.5
C 6.8515 -3.3637 1.0437 1.7 0.6 -1.3
C 8.6580 -2.9485 -0.7871 -1.0 -0.3 0.3
C 8.7179 -4.2123 -1.6351 0.3 -1.5 0.9
C 9.4559 -5.1940 -0.6981 0.8 2.0 0.3
C 8.9518 -4.7727 0.7188 0.6 -0.2 0.5
H 9.4312 1.0434 1.8220 -0.6 0.0 0.1
H 10.6503 0.0471 1.3859 0.2 -0.9 0.0
H 9.7958 -0.2137 2.9415 0.4 0.0 0.1
H 8.4939 -0.5724 0.2966 0.4 -0.7 -0.4
H 7.7676 -0.4854 1.7655 -0.4 -1.1 0.5
H 9.0316 -2.7625 2.5735 -0.2 0.7 0.3
H 10.1773 -2.4619 1.2932 0.1 0.2 0.0
H 6.5544 -2.3274 0.8824 -0.2 0.0 1.1
H 6.7725 -3.8440 2.0189 -0.2 0.6 0.0
H 6.2464 -3.8678 0.2902 0.6 -0.6 0.0
H 7.8730 -2.2722 -1.1256 0.3 0.3 0.1
H 9.6378 -2.4859 -0.6685 -0.1 0.2 -0.9
H 7.8063 -4.7787 -1.8255 -0.6 1.1 -0.4
H 9.2918 -4.0413 -2.5459 -0.3 0.0 0.0
H 9.5246 -6.2486 -0.9647 -0.7 0.1 0.3
H 10.4846 -4.8394 -0.7612 0.3 -0.3 0.3
H 8.1718 -5.3787 1.1798 0.3 -0.2 -0.2
H 9.8347 -4.7348 1.3569 -0.3 -0.2 0.4
C -6.8576 6.8251 7.4585 -0.1 -1.4 -0.2
C -6.1847 5.4102 7.3709 -0.3 0.8 -0.7
C -6.1628 5.0292 5.8574 1.7 -0.2 1.4
N -5.3852 3.7336 5.5925 2.6 -0.4 -1.4
C -6.1090 2.5056 6.1226 0.0 1.9 0.3
C -7.3818 2.3068 5.3500 -0.8 -0.5 -0.7
C -7.2361 2.2282 3.8273 0.9 -0.5 -0.3
C -6.4286 3.4158 3.2154 -0.4 -1.1 1.3
C -5.1242 3.6305 4.0526 -0.8 -0.9 -0.2
C -3.9139 3.7248 6.1987 -0.9 1.9 -0.9
H -7.2776 7.0499 6.4781 -0.2 0.3 0.2
H -6.0698 7.5471 7.6735 -0.5 0.2 0.3
H -7.6614 6.7547 8.1913 0.2 0.7 0.0
H -6.6212 4.6502 8.0189 -0.4 0.2 -0.2
H -5.2074 5.6298 7.8006 0.4 -0.7 -0.5
H -5.5949 5.8231 5.3723 0.1 -0.1 -0.2
H -7.1134 4.9515 5.3298 0.0 -0.1 0.6
H -6.3008 2.8681 7.1325 -0.3 -0.7 0.2
H -5.4122 1.6715 6.2052 -0.1 0.0 -0.5
H -8.1216 3.0917 5.5071 0.1 0.1 0.7
H -7.8286 1.3818 5.7147 -0.2 0.0 0.0
H -8.2095 2.1593 3.3418 -0.1 0.2 0.2
H -6.7741 1.2731 3.5777 0.4 0.0 -0.1
H -7.1713 4.2135 3.1990 0.7 0.7 0.0
H -6.1978 3.1480 2.1844 0.3 0.3 0.1
H -4.4461 4.3914 3.6662 -0.5 0.8 0.6
H -4.4686 2.7661 3.9466 -0.4 -0.5 0.0
H -3.2729 2.9133 5.8543 -0.8 -0.5 0.2
H -3.8857 3.9386 7.2671 -0.4 -0.6 -0.1
H -3.4444 4.5880 5.7270 -0.1 0.2 0.1

What did the second record say?
62
Properties=species:S:1:pos:R:3:forces:R:3 method="wB97M-V/def2-TZVPD" energy_ev=-80510.17514 charge=-1 orbital_gap_ha="0.2365 / 0.2351"
Fe -0.2106 0.0855 0.5965 0.7 -0.4 0.5
C 2.6188 -1.0862 0.1738 0.0 -0.1 0.0
N 1.7425 -0.0020 -0.2532 0.0 -0.2 -0.1
C 1.5201 -0.0888 -1.6960 0.1 0.0 -0.1
C 2.3659 1.2808 0.0964 0.2 0.1 -0.2
C 1.3284 2.3575 0.0366 -0.1 0.3 -0.2
C 1.6856 3.6940 -0.1225 0.0 -0.2 -0.1
C 0.6991 4.6628 -0.1865 -0.1 0.2 0.0
C -0.6346 4.2757 -0.1125 0.0 0.0 0.0
C -0.9697 2.9378 0.0493 0.1 -0.1 0.0
C -0.0055 1.9200 0.1500 0.1 1.2 0.4
H 3.6016 -1.0021 -0.3135 0.0 0.0 0.0
H 2.1659 -2.0365 -0.0831 0.0 -0.1 0.0
H 2.7505 -1.0369 1.2535 0.0 0.0 0.0
H 2.4795 -0.0780 -2.2368 0.0 0.0 0.0
H 0.9189 0.7576 -2.0192 0.0 0.0 0.0
H 0.9875 -1.0112 -1.9194 0.0 0.0 0.0
H 3.2110 1.4867 -0.5866 -0.1 0.0 0.1
H 2.7897 1.1879 1.0997 -0.1 -0.1 0.1
H 2.7312 3.9772 -0.2069 0.0 0.0 0.0
H 0.9647 5.7067 -0.3049 0.0 0.0 0.0
H -1.4126 5.0296 -0.1712 0.0 0.0 0.0
H -2.0177 2.6711 0.1215 -0.1 0.0 0.1
C -8.4127 -0.2666 0.9331 -0.1 0.0 0.0
C -6.9132 -0.1797 0.8418 0.0 0.0 0.0
C -6.2933 0.3745 -0.2671 0.0 0.0 0.0
C -4.9069 0.4644 -0.3620 -0.1 0.0 0.0
C -4.3034 1.0782 -1.5969 0.0 0.0 -0.1
C -4.1245 0.0036 0.6995 0.2 0.1 -0.2
C -4.7242 -0.5388 1.8375 -0.2 0.0 0.1
C -3.9219 -1.0418 3.0047 0.0 0.0 0.0
C -6.1115 -0.6352 1.8793 0.0 0.0 0.0
C -2.6216 0.0830 0.6087 -0.3 0.1 0.0
O -1.9558 0.4841 1.6004 -0.2 -0.4 -0.2
O -2.0415 -0.2484 -0.4527 0.0 0.0 -0.5
H -8.8751 -0.1313 -0.0449 0.0 0.0 0.0
H -8.8169 0.5009 1.5971 0.0 0.0 0.0
H -8.7314 -1.2333 1.3264 0.0 0.0 0.0
H -6.8991 0.7416 -1.0892 0.0 0.0 0.0
H -5.0957 1.4502 -2.2482 0.0 0.0 0.0
H -3.6903 0.3598 -2.1374 0.0 0.0 0.0
H -3.6440 1.9106 -1.3517 0.0 0.0 0.0
H -3.2422 -1.8356 2.6964 0.1 0.0 0.0
H -4.5962 -1.4281 3.7694 0.0 0.0 0.0
H -3.3035 -0.2517 3.4301 0.0 0.0 0.0
H -6.5748 -1.0727 2.7578 0.0 0.0 0.0
C -0.9704 -4.2007 0.3802 0.0 -0.1 0.0
C -0.7316 -2.8678 1.0684 0.3 -0.2 -0.4
O -1.1536 -2.7389 2.2363 -0.2 -0.2 0.3
O -0.0936 -1.9949 0.4261 -0.2 -0.1 0.3
H -2.0279 -4.4529 0.4473 0.0 0.0 0.0
H -0.4190 -4.9811 0.9079 0.0 0.0 0.0
H -0.6592 -4.1745 -0.6624 0.0 0.0 0.0
I 0.7019 2.1765 6.3190 0.0 0.1 0.2
C 0.4920 0.9843 4.6688 0.0 -0.3 -0.2
C -0.0860 -0.2715 4.6055 0.0 0.1 0.0
N -0.0111 -0.6664 3.3356 0.5 0.4 0.2
N 0.5721 0.2524 2.5589 -0.1 -0.1 -0.1
C 0.8806 1.2653 3.3546 0.2 0.2 -0.1
H -0.5470 -0.8827 5.3587 0.0 0.0 0.1
H -0.4212 -1.5098 2.8794 -0.4 -0.4 0.0
H 1.3520 2.1466 2.9536 0.0 0.1 0.0